Here is a molecular structure, C26H57ClO17P2Si2 at a distorted geometry from the OMol25 dataset. Energies are from ωB97M-V/def2-TZVPD.

Results
E_HOMO	-8.5	eV
LUMO	-0.02	eV
strongest force on any atom	5.32	eV/A
E	-109547.1973	eV
spin multiplicity	1

Geometry as XYZ:
```
105
Properties=species:S:1:pos:R:3:forces:R:3:mulliken_charge:R:1
C -5.2529 1.7309 -2.3468 -0.50 -3.95 1.09 -0.491
C -5.4308 0.4144 -1.6481 0.14 3.87 -0.59 -0.317
C -5.4403 0.3282 0.0165 -1.00 -0.13 -1.63 -0.523
Si -3.6866 -0.2715 0.5383 -0.48 2.42 2.67 0.395
O -3.0419 0.6595 1.9278 0.18 -3.29 -0.94 -0.262
Si -1.8850 -0.4446 2.6556 0.20 1.83 0.51 0.484
C -1.3835 -0.0288 4.4674 -0.24 0.56 1.56 -0.759
C 0.2024 0.3267 4.6868 0.37 0.14 1.16 -0.592
C 1.2390 -0.9120 4.4064 0.31 -0.76 -0.63 -0.336
P 3.0607 -0.2796 4.1270 0.53 1.89 2.72 1.080
O 3.6363 0.2282 5.5087 -1.49 -1.79 -4.78 -0.732
O 2.8898 1.0421 2.9559 1.96 -2.70 2.22 -0.407
C 4.1437 1.8026 2.8421 1.46 1.77 -1.48 -0.447
C 5.2064 1.1786 1.7234 0.29 0.61 0.28 -0.575
O 3.9905 -1.5362 3.3581 -1.80 1.34 2.27 -0.361
C 4.0190 -2.7775 4.1469 1.08 -2.24 1.84 0.176
C 5.1640 -2.7158 5.3644 -1.10 0.76 -0.01 -0.953
P -2.4066 -0.1967 -1.2441 1.07 1.32 -2.64 0.196
O -2.0753 1.5128 -1.5756 1.66 -2.60 -0.08 -0.388
Cl -0.4851 -1.0467 -0.9189 -0.75 0.57 0.32 -0.225
H -4.7305 1.7134 -3.4034 -1.73 0.09 2.08 0.173
H -5.6566 2.7498 -1.9301 1.48 -2.20 -0.42 0.246
H -5.5566 -0.6036 -2.2275 0.97 2.28 1.17 0.287
H -6.2058 -0.5128 0.3428 1.42 1.94 -0.42 0.301
H -5.6210 1.3642 0.5309 0.07 -1.94 -1.11 0.307
H -3.7957 -1.6560 0.9968 0.09 -0.36 -0.34 -0.147
H -0.6572 -0.3602 1.8316 -0.04 0.03 0.05 -0.142
H -2.3212 -1.8470 2.5940 -0.25 -0.07 0.07 -0.170
H -1.9968 0.9078 4.8819 1.27 -1.97 -0.96 0.341
H -1.7158 -0.9363 5.1612 0.87 1.85 -1.37 0.302
H 0.3243 0.6056 5.8407 -0.12 -0.55 -2.57 0.331
H 0.5454 1.2711 4.0805 -0.85 -1.94 1.00 0.311
H 1.3034 -1.6809 5.3076 -0.15 1.79 -1.80 0.278
H 0.9968 -1.5553 3.4522 0.15 1.35 1.69 0.055
H 4.7174 1.9728 3.8475 -1.51 -0.57 -1.68 0.339
H 3.8413 2.8719 2.4056 0.37 -2.41 1.22 0.266
H 4.7656 0.1933 1.2678 1.06 1.89 0.90 0.028
H 6.2713 1.0226 2.2398 -2.46 -0.02 -1.16 0.248
H 5.3984 1.9819 0.8650 -0.61 -1.85 1.79 0.294
H 3.0085 -3.0512 4.6775 1.65 0.86 -1.31 -0.082
H 4.3034 -3.7324 3.4891 -0.73 2.60 0.80 0.262
H 5.7024 -1.6801 5.2448 -0.82 -2.21 0.33 0.236
H 5.8955 -3.6302 5.3322 -1.44 1.89 0.01 0.324
H 4.5628 -2.6835 6.3905 1.55 -0.13 -2.14 0.255
H -1.2271 1.4764 -2.1380 -1.85 0.21 1.05 0.268
C -1.6509 6.9115 -5.8968 -0.32 -0.09 0.12 -0.981
C -0.4386 6.3913 -5.1428 -0.04 0.04 -0.70 -0.184
O -0.6484 6.4542 -3.7260 -0.40 -0.81 0.60 -0.353
C -1.4482 5.4903 -3.2079 -0.35 -0.07 -0.19 0.700
O -1.9914 4.5920 -3.8350 0.83 1.12 0.85 -0.530
O -1.5706 5.7144 -1.8757 0.35 -0.03 -1.26 -0.356
C -2.4784 4.8299 -1.2247 -0.34 -0.51 0.39 -0.219
H -1.9163 7.9156 -5.5516 0.17 -0.06 -0.10 0.345
H -1.4538 6.9440 -6.9720 0.03 0.02 0.11 0.344
H -2.5269 6.2772 -5.7283 0.19 0.01 -0.07 0.193
H 0.4241 7.0290 -5.3646 -0.13 -0.09 0.39 0.291
H -0.1739 5.3726 -5.4524 -0.19 0.13 0.21 0.283
H -2.2264 3.7821 -1.4210 -0.17 0.31 -0.05 0.011
H -3.5022 5.0468 -1.5437 0.13 -0.14 -0.06 0.266
H -2.4079 5.0031 -0.1472 0.18 0.19 -0.28 0.254
C 5.3396 -5.9164 -2.1161 -0.19 -0.12 0.27 -1.092
C 5.6521 -4.4337 -2.2296 0.46 -0.49 -0.14 -0.153
O 4.5260 -3.6392 -1.8347 -0.17 0.37 0.97 -0.366
C 4.3142 -3.5445 -0.4993 0.08 -0.36 0.31 0.628
O 4.9898 -4.0678 0.3754 -0.91 0.80 -1.19 -0.563
O 3.2007 -2.7958 -0.3006 0.92 -0.62 -0.54 -0.292
C 2.8026 -2.7082 1.0648 0.06 0.08 0.45 -0.152
H 4.4310 -6.1613 -2.6747 0.18 0.07 -0.09 0.295
H 6.1682 -6.5175 -2.5006 -0.08 0.10 0.00 0.357
H 5.1596 -6.2068 -1.0762 0.15 0.11 -0.13 0.303
H 5.8615 -4.1892 -3.2768 -0.29 0.20 0.23 0.293
H 6.5434 -4.1608 -1.6509 -0.32 -0.03 0.06 0.299
H 3.6242 -2.3589 1.6995 -0.41 -0.35 -0.64 0.137
H 2.4358 -3.6800 1.4083 0.11 0.02 0.01 0.363
H 1.9848 -1.9856 1.1346 0.13 -0.05 -0.32 0.009
C 2.0498 -6.7239 9.2158 0.17 -0.15 -0.29 -1.105
C 0.8068 -5.8855 8.9692 0.06 -0.47 0.61 -0.168
O 0.9391 -5.1101 7.7706 -0.32 -0.25 -1.09 -0.317
C 0.7725 -5.7905 6.6103 0.11 -0.76 0.28 0.595
O 0.5232 -6.9830 6.5047 0.28 1.88 0.08 -0.569
O 0.9645 -4.9261 5.5828 -0.20 -0.41 0.85 -0.129
C 0.9244 -5.5416 4.2982 -0.06 -0.22 -0.58 -0.664
H 2.9446 -6.0939 9.2149 -0.15 0.01 0.14 0.282
H 1.9813 -7.2457 10.1744 -0.02 0.11 -0.08 0.365
H 2.1884 -7.4715 8.4283 -0.15 0.08 0.15 0.312
H 0.6821 -5.1756 9.7943 0.01 0.12 -0.42 0.291
H -0.0996 -6.5027 8.9357 0.23 0.10 -0.22 0.311
H 0.0011 -6.1138 4.1573 0.27 0.02 0.14 0.403
H 1.8004 -6.1836 4.1660 -0.22 -0.04 0.03 0.334
H 0.9570 -4.7522 3.5421 0.02 0.06 0.35 0.058
C -6.5186 4.8920 -11.1135 0.12 -0.33 0.05 -1.090
C -5.9219 6.0493 -10.3302 -0.17 0.05 -0.67 -0.162
O -5.6380 5.6635 -8.9790 0.91 -0.36 0.36 -0.355
C -4.5269 4.9067 -8.8060 0.16 -0.34 -0.47 0.742
O -3.7643 4.5361 -9.6871 -1.05 0.63 1.32 -0.563
O -4.4251 4.6015 -7.4884 -0.19 0.48 -1.07 -0.325
C -3.3525 3.7139 -7.1848 0.48 -0.40 0.32 -0.539
H -7.3936 4.4879 -10.5951 0.01 0.19 -0.08 0.288
H -6.8145 5.2141 -12.1157 0.01 0.02 0.13 0.354
H -5.8035 4.0696 -11.2154 -0.02 0.23 -0.03 0.310
H -6.6519 6.8647 -10.2808 0.18 -0.17 0.34 0.285
H -5.0244 6.4499 -10.8176 -0.07 -0.24 0.21 0.299
H -2.3994 4.0911 -7.5711 -0.26 -0.12 -0.07 0.277
H -3.5666 2.7200 -7.5890 0.14 0.17 -0.10 0.361
H -3.2740 3.6352 -6.0969 -0.21 0.23 -0.18 0.114
```
Positions in Å, forces in eV/Å.

---

Here is 5 unconnected molecules or ions with the total composition C26H57FN6O7 at a distorted geometry from the OMol25 dataset. Energies are from ωB97M-V/def2-TZVPD.

Results
E_HOMO	-9.1	eV
LUMO	0.35	eV
strongest force on any atom	3.17	eV/A
E	-53873.4103	eV
relative energy (zero: lowest compared OMol25 entry of this formula, charge and spin)	0.0	kcal per mole
structure (SMILES)	CC(=O)OCCCC[C@@](F)(C#N)[C@@H](O)C#N.COC[C@@H](C)N.COC[C@@H](C)N.COC[C@@H](C)N.COC[C@@H](C)N
spin multiplicity	1

Geometry as XYZ:
```
97
Properties=species:S:1:pos:R:3:forces:R:3:mulliken_charge:R:1
C 3.4140 -3.6102 -4.4078 -0.30 0.16 0.42 -0.960
C 2.2742 -4.4184 -3.8905 -0.56 -1.85 0.17 0.662
O 2.1702 -5.6074 -4.0756 0.17 1.12 0.15 -0.558
O 1.3127 -3.7783 -3.1209 0.80 -0.22 -0.57 -0.256
C 0.4098 -3.0239 -3.9195 -0.15 0.85 0.89 -1.076
C -0.7895 -2.7611 -3.0403 -0.31 -0.64 -0.60 0.248
C -1.9878 -2.2518 -3.8494 0.31 0.31 0.87 -1.291
C -3.3572 -2.6746 -3.3023 0.47 0.24 -0.64 -0.931
C -3.9794 -3.8994 -3.9428 0.40 0.55 0.49 0.781
F -5.1471 -4.1424 -3.2791 -0.94 -0.23 0.42 -0.375
C -4.3262 -3.6472 -5.3328 -0.57 -0.22 -1.90 0.001
N -4.6610 -3.5833 -6.4371 0.48 0.16 0.99 -0.498
C -3.1879 -5.2019 -3.8474 -0.31 -0.27 -0.41 0.507
O -1.9844 -5.2222 -4.5399 0.67 -0.03 0.07 -0.549
C -2.9528 -5.4977 -2.4478 1.17 -0.85 2.82 -0.255
N -2.6605 -5.7797 -1.3562 -0.74 0.63 -1.99 -0.554
H 4.1357 -4.2863 -4.8246 0.30 -0.14 -0.30 0.346
H 3.8452 -3.0502 -3.5921 0.22 0.22 0.30 0.194
H 3.0707 -2.8895 -5.1339 -0.09 0.21 -0.36 0.327
H 0.1388 -3.5458 -4.8275 -0.01 -0.36 -0.24 0.392
H 0.8545 -2.0617 -4.1624 0.26 0.17 -0.41 0.313
H -1.0364 -3.7092 -2.5872 -0.08 -0.32 0.26 -0.102
H -0.4914 -2.0929 -2.2461 -0.13 0.32 0.30 0.534
H -1.9697 -1.1740 -3.8069 0.00 0.46 -0.20 0.647
H -1.8538 -2.5004 -4.8956 -0.20 -0.11 -0.37 0.644
H -4.0386 -1.8582 -3.4833 -0.47 0.19 -0.02 0.487
H -3.3372 -2.8280 -2.2367 0.16 -0.19 0.47 0.283
H -3.8281 -5.9915 -4.2267 -0.41 -0.20 -0.11 0.508
H -1.9922 -4.5700 -5.2405 -0.09 0.10 -0.37 0.432
C -1.2692 -2.3112 0.9867 0.23 0.02 0.04 -0.738
O -1.1300 -1.1138 0.2388 -0.05 -0.23 -0.07 -0.014
C -2.3391 -0.4778 -0.1083 -0.04 0.13 -0.26 -0.241
C -2.9075 0.4390 0.9825 0.05 -0.14 0.23 -0.191
C -3.6177 -0.3012 2.1102 -0.14 -0.03 -0.01 -1.612
N -1.8605 1.2872 1.5567 -0.01 0.10 -0.25 -0.427
H -2.1516 -2.8817 0.6819 -0.05 0.04 0.00 0.348
H -1.3146 -2.1051 2.0582 -0.11 -0.05 0.02 0.282
H -0.3847 -2.9201 0.8027 0.02 0.04 -0.06 0.115
H -2.0981 0.1429 -0.9778 0.04 0.03 0.02 0.302
H -3.0800 -1.2176 -0.4432 -0.06 -0.02 0.13 0.191
H -3.6494 1.0841 0.5012 0.05 0.03 -0.07 0.465
H -2.9165 -0.8078 2.7723 0.05 -0.01 -0.03 0.335
H -4.1854 0.4010 2.7200 0.04 0.04 0.00 0.372
H -4.3147 -1.0440 1.7167 0.02 -0.02 0.00 0.368
H -1.4421 1.8364 0.8091 -0.02 0.00 -0.02 0.306
H -1.1051 0.6762 1.8585 0.05 0.11 0.15 0.131
C 2.2464 5.4835 0.6557 -0.11 -0.03 -0.08 -0.408
O 2.4595 4.1975 0.1016 0.07 0.09 0.05 -0.374
C 3.3777 3.3803 0.7962 0.11 -0.20 -0.10 -0.810
C 2.7819 2.5977 1.9768 -0.17 0.22 0.08 0.654
C 2.5654 3.4409 3.2284 0.10 0.00 0.11 -1.463
N 1.5220 1.9392 1.6253 0.05 -0.04 -0.23 -0.355
H 3.1657 5.8897 1.0893 0.01 -0.03 0.03 0.311
H 1.4545 5.4671 1.4059 0.02 0.05 0.07 0.010
H 1.9234 6.1385 -0.1525 0.01 -0.03 -0.03 0.256
H 3.7312 2.6549 0.0577 -0.04 -0.01 -0.02 0.262
H 4.2509 3.9668 1.1114 -0.03 0.03 0.08 0.464
H 3.5058 1.8168 2.2306 0.04 0.00 -0.07 0.139
H 1.7105 4.1095 3.1274 -0.01 0.01 -0.07 0.100
H 2.3701 2.7976 4.0860 -0.05 -0.03 -0.02 0.371
H 3.4469 4.0446 3.4545 -0.01 0.02 -0.02 0.417
H 1.6848 1.3081 0.8440 -0.01 -0.16 0.09 0.162
H 0.9074 2.6550 1.2426 -0.03 0.05 0.08 0.265
C 3.3942 -1.1812 2.1426 -0.21 -0.04 0.07 -0.961
O 2.8425 -1.4123 0.8598 0.09 0.09 0.04 -0.116
C 3.7760 -1.6954 -0.1630 -0.02 0.01 -0.28 -0.577
C 4.2012 -3.1704 -0.2681 -0.06 -0.03 0.35 0.608
C 5.2161 -3.5947 0.7874 0.16 0.02 -0.04 -1.639
N 3.0558 -4.0817 -0.2251 0.04 0.27 -0.18 -0.627
H 4.3527 -0.6574 2.0791 0.06 -0.05 -0.02 0.375
H 3.5220 -2.1145 2.6964 0.13 0.01 0.01 0.282
H 2.6911 -0.5558 2.6930 -0.04 0.02 -0.05 0.306
H 3.2674 -1.4277 -1.0943 -0.06 -0.01 0.01 0.206
H 4.6501 -1.0358 -0.0745 0.05 -0.05 0.07 0.455
H 4.6817 -3.2868 -1.2454 -0.01 0.06 -0.04 0.224
H 4.7592 -3.7082 1.7701 -0.06 0.04 0.01 0.294
H 5.6516 -4.5575 0.5224 -0.05 -0.03 -0.01 0.401
H 6.0285 -2.8692 0.8691 -0.02 0.01 0.02 0.348
H 2.4311 -3.8471 -0.9915 -0.10 -0.16 -0.04 0.118
H 2.5238 -3.8601 0.6115 0.00 -0.10 0.06 0.394
C -1.9334 6.1416 5.2797 0.15 -0.13 0.03 -0.653
O -2.1094 4.8832 4.6589 -0.06 0.14 0.06 -0.377
C -3.0638 4.8517 3.6155 -0.14 -0.23 -0.10 -0.577
C -2.5219 5.2822 2.2448 0.15 0.21 0.09 0.246
C -2.3606 6.7913 2.0937 -0.09 0.07 -0.09 -1.572
N -1.2510 4.6284 1.9299 0.03 -0.16 0.01 -0.348
H -2.8754 6.6939 5.3441 -0.01 0.03 -0.05 0.299
H -1.1889 6.7462 4.7550 -0.08 0.10 0.00 0.231
H -1.5670 5.9613 6.2900 -0.01 -0.04 0.00 0.260
H -3.3778 3.8078 3.5405 0.08 -0.03 0.02 0.211
H -3.9510 5.4366 3.8927 0.04 0.09 -0.02 0.458
H -3.2545 4.9576 1.4998 -0.05 -0.07 0.04 0.499
H -1.5026 7.1686 2.6502 0.01 -0.04 0.04 0.275
H -2.2030 7.0490 1.0464 0.04 -0.04 -0.01 0.370
H -3.2514 7.3201 2.4391 0.01 0.00 0.02 0.390
H -1.3920 3.6214 1.9444 -0.07 -0.05 0.05 0.192
H -0.6239 4.7976 2.7119 0.03 0.05 0.01 0.110
```
Positions in Å, forces in eV/Å.